ORCA calculation (wB97M-V/def2-TZVPD) on C39H45IrN4O4P3 as an isolated structure.

Values from the calculation:
2S+1 = 2
frontier orbital gap (spin up / spin down) = 7.07 / 6.31 eV
DFT total energy = -85996.2263 eV
total charge = +4
molar mass = 918.952 g/mol
F_max = 0.533 eV/A

Cartesian coordinates (Å):
C  3.451  3.829  -1.497
C  -0.402  -2.540  2.261
C  3.842  2.583  0.962
C  -1.889  1.995  3.666
H  3.238  1.309  5.597
H  -1.494  -0.966  5.308
C  2.686  2.725  -1.158
C  -0.329  -3.908  2.478
C  2.890  2.086  0.072
C  0.841  -3.521  4.546
C  -3.549  1.319  -1.712
H  1.965  2.333  -1.866
H  3.795  -0.333  1.451
C  -3.563  -0.984  1.652
C  -1.887  0.011  5.052
C  5.924  -1.247  4.440
H  -1.379  2.932  -2.205
C  1.800  -2.803  -1.706
H  1.819  5.501  0.585
H  -0.630  6.512  -2.281
H  -2.015  -2.935  -1.646
O  -1.472  -1.213  -0.675
H  1.184  -1.491  5.085
H  -3.339  -1.945  1.193
N  0.100  5.369  -0.671
C  0.489  3.855  0.959
N  -1.016  3.869  -2.119
C  -2.974  2.495  4.365
C  1.497  -1.812  -0.790
H  -0.897  -2.173  1.374
H  5.356  4.064  1.299
C  3.962  0.570  5.287
H  -0.763  -4.594  1.763
O  -3.086  0.100  0.807
H  0.290  5.966  1.365
C  0.748  5.290  0.639
H  -4.098  2.030  -1.102
C  1.558  0.787  3.761
C  4.863  -1.002  3.616
C  -3.503  1.758  5.419
H  1.303  -3.762  -1.651
H  3.681  0.569  -1.876
C  4.603  3.691  0.617
H  -4.049  0.356  -1.711
H  -3.443  1.678  -2.732
H  -1.161  4.525  -2.870
C  0.152  -1.652  3.182
H  -4.342  2.150  5.978
H  4.779  -1.556  2.694
P  1.910  0.631  0.455
H  0.347  -5.466  3.789
H  2.994  -3.349  -3.404
Ir  -0.142  1.355  1.090
H  -2.279  -1.444  -2.586
C  -1.340  0.749  4.001
H  5.140  0.834  7.034
C  2.758  -2.574  -2.688
H  -4.636  -0.845  1.730
H  5.024  5.158  -0.887
H  6.878  -0.789  6.324
H  4.007  2.113  1.924
C  0.773  -2.154  4.333
H  -3.382  -0.040  6.583
H  1.560  1.870  3.601
C  2.772  -0.293  1.824
C  -2.366  -1.910  -1.608
O  -2.183  1.204  -1.174
C  2.142  -0.573  -0.855
H  3.325  4.297  -2.465
C  -0.405  4.191  -0.998
H  1.496  0.604  4.831
H  -3.391  -1.879  -1.244
H  -0.315  7.414  -0.803
H  -3.397  3.457  4.109
C  -2.962  0.525  5.762
C  3.841  -0.082  4.016
H  6.680  -1.963  4.146
C  4.412  4.309  -0.611
O  0.847  3.152  1.934
H  1.311  -3.903  5.442
N  2.775  0.171  3.217
P  -1.770  0.179  -0.044
C  0.294  -4.399  3.618
C  5.039  0.319  6.088
P  0.007  0.127  2.997
C  3.131  -0.358  -1.827
C  3.425  -1.358  -2.740
H  2.363  -1.309  1.762
H  4.186  -1.187  -3.489
H  0.768  -2.009  -0.012
H  1.045  6.863  -1.813
H  -3.102  -0.905  2.632
C  6.030  -0.592  5.680
C  0.052  6.613  -1.442
H  -1.450  2.616  2.883
N  -0.208  3.257  -0.004

ORCA calculation (wB97M-V/def2-TZVPD) on C32H33N7O5ReS4 as an isolated structure.

Values from the calculation:
2S+1 = 4
frontier orbital gap (spin up / spin down) = 5.29 / 4.35 eV
energy relative to the best compared isomer or geometry (same formula, charge and spin) = 123.83 kJ/mol
DFT total energy = -99844.7418 eV
total charge = +2
molar mass = 910.135 g/mol
F_max = 2.237 eV/A

Cartesian coordinates (Å):
C  -2.529  -3.575  -3.266
H  1.143  3.883  0.274
C  0.944  3.100  1.011
H  0.228  3.238  -4.396
H  -3.575  -1.538  2.999
C  -3.518  -4.222  -4.024
H  0.589  3.549  1.943
C  2.627  -0.079  4.992
H  -2.640  -0.049  1.087
C  -1.676  3.935  0.206
C  1.083  -0.397  7.294
C  -0.534  -2.292  -1.673
S  1.768  -2.474  3.951
O  0.383  -1.788  -0.928
H  2.610  1.374  -4.441
S  2.637  0.006  0.835
C  -5.056  -2.434  -3.566
H  -4.609  3.692  -1.472
C  -3.175  2.130  -1.294
H  -5.526  -4.168  -4.740
N  2.996  -2.711  0.773
H  0.499  -0.517  8.193
O  3.046  -2.912  3.445
O  0.821  -3.475  4.349
H  3.216  0.013  4.095
C  -2.802  -2.304  -2.712
O  1.240  0.788  -2.037
C  1.827  0.785  7.106
C  4.159  -0.592  -1.830
H  1.566  3.285  -3.214
S  0.481  1.118  -3.312
H  1.859  2.541  1.211
H  4.445  -0.965  -2.810
C  -1.945  1.736  -0.763
C  1.893  -1.237  5.209
H  -0.123  3.359  -2.663
C  3.857  -3.018  -1.221
H  2.334  2.603  7.918
N  -1.408  0.463  -0.936
H  2.836  -2.852  1.786
H  3.373  -4.705  0.126
C  3.134  -1.509  0.202
H  1.276  1.061  -5.580
C  2.601  0.924  5.935
C  -1.779  -1.604  -1.968
C  3.423  -3.660  -0.104
H  1.252  1.656  8.871
H  4.274  -3.415  -2.123
C  -1.193  2.651  -0.001
N  1.150  -1.589  2.696
H  -3.293  -5.177  -4.478
H  -6.053  -2.025  -3.646
H  5.026  -0.129  -1.354
N  -2.084  -0.367  -1.631
H  3.372  0.159  -1.921
C  -2.039  -0.658  1.737
N  1.763  1.781  8.013
C  -0.324  -3.572  -2.251
C  1.108  -1.390  6.343
C  -2.545  -1.416  2.735
C  -4.765  -3.659  -4.170
H  1.941  -0.265  -4.620
H  -3.276  5.300  -0.152
C  -0.122  -1.457  2.552
H  -3.741  1.414  -1.866
O  -0.001  2.165  0.502
C  0.554  2.942  -3.404
S  -1.307  -2.242  3.596
H  -4.301  -0.796  -2.427
H  0.546  -2.301  6.471
C  -1.265  -4.175  -3.023
Re  0.346  0.014  -0.071
C  -2.901  4.306  -0.330
N  -0.682  -0.685  1.599
C  1.711  0.796  -4.621
H  0.626  -4.046  -2.051
N  3.691  -1.677  -1.011
C  -4.080  -1.754  -2.872
H  3.180  1.823  5.792
H  -1.125  4.642  0.803
H  -1.065  -5.149  -3.442
C  -3.650  3.406  -1.073

ORCA calculation (wB97M-V/def2-TZVPD) on an isolated ion of composition CH2N3O3 and charge -1.

Values from the calculation:
frontier orbital gap = 8.66 eV
energy relative to the best compared isomer or geometry (same formula, charge and spin) = 165.80 kJ/mol
DFT total energy = -11681.0311 eV
total charge = -1
SMILES = N/N=[N+](\[O-])C(=O)[O-]
molar mass = 104.045 g/mol
F_max = 2.782 eV/A

Cartesian coordinates (Å):
N  -0.264  -0.067  0.373
O  -2.429  0.175  1.338
C  -2.024  0.204  0.237
O  -2.400  0.378  -0.898
O  0.140  -0.378  1.505
N  1.838  -0.377  -0.663
N  0.460  -0.044  -0.637
H  2.295  0.208  -1.435
H  2.383  -0.098  0.181

ORCA calculation (wB97M-V/def2-TZVPD) on C40H46CuP2Si as an isolated structure.

Values from the calculation:
2S+1 = 2
frontier orbital gap (spin up / spin down) = 8.46 / 6.00 eV
energy relative to the best compared isomer or geometry (same formula, charge and spin) = 220.44 kJ/mol
DFT total energy = -113313.4246 eV
molar mass = 680.388 g/mol
F_max = 4.958 eV/A

Cartesian coordinates (Å):
C  -0.984  -4.829  -6.652
H  -1.859  1.615  1.190
H  -1.802  -1.226  1.539
H  -2.554  -3.376  -6.942
C  -3.413  0.438  2.849
H  -4.686  1.566  1.466
P  0.188  -2.388  -2.806
H  -0.430  -2.726  6.469
H  1.695  1.477  6.618
C  -1.933  -1.842  0.647
C  3.562  1.368  -7.880
C  2.649  4.548  -1.116
H  -0.193  -1.040  -0.341
H  0.697  5.035  -1.934
C  -1.934  3.322  3.613
C  -2.226  -3.474  -1.609
C  -1.754  -3.718  -6.286
C  1.399  3.114  -2.616
H  -1.039  3.747  4.097
H  0.034  1.159  -4.220
C  3.692  3.610  -1.094
H  -4.003  3.274  4.377
C  1.598  -0.456  3.918
C  0.500  0.328  -3.673
C  3.859  2.338  -6.913
H  1.759  -0.807  -5.970
C  -3.173  -3.521  -0.580
H  4.414  1.715  -1.831
C  2.420  2.155  -2.576
H  -2.338  -4.122  -2.481
H  3.697  2.913  -4.839
H  1.437  -0.927  9.480
H  -1.380  -1.295  6.707
H  -4.033  -4.188  -0.657
H  -2.065  1.258  5.571
C  2.724  0.997  -5.191
H  1.092  -4.930  -3.922
H  2.251  -2.278  8.739
C  1.509  4.304  -1.892
C  -3.016  -2.730  0.567
H  3.936  1.487  -8.908
C  0.970  1.072  7.332
Cu  1.713  -0.485  2.046
C  -2.163  3.485  2.279
H  -2.823  3.570  5.585
H  -3.737  -2.795  1.386
H  1.270  1.291  8.372
C  -3.045  1.516  5.145
C  -2.683  2.354  1.395
C  -1.500  -3.026  -5.086
H  -3.023  2.777  0.429
H  4.587  3.814  -0.501
H  -1.165  -5.343  -7.606
C  -0.491  -1.815  7.060
H  -1.381  -0.652  -3.416
H  2.710  5.457  -0.514
H  -2.127  -2.170  -4.818
H  2.518  -0.489  -8.315
C  2.371  0.071  -6.209
H  -4.240  2.442  2.862
H  -1.828  4.380  1.758
H  2.501  -2.370  0.704
H  4.432  3.237  -7.188
C  3.587  2.427  -1.828
H  -2.807  -0.600  4.549
C  -0.290  -0.737  -3.341
C  3.447  2.145  -5.575
C  -0.437  -3.421  -4.256
H  -0.026  1.487  7.122
H  2.956  -0.695  8.685
C  1.670  -0.698  5.176
H  -0.646  -2.089  8.113
Si  1.062  -0.784  6.961
H  2.680  -0.823  -0.252
C  -2.991  2.973  4.667
C  0.295  -4.582  -4.591
C  -3.834  1.706  2.161
H  -3.773  1.483  5.963
C  2.785  0.250  -7.543
C  2.839  -1.324  0.709
C  -1.016  -1.758  -0.399
H  0.593  -6.169  -6.036
C  2.007  -1.225  8.592
H  3.883  -1.291  1.075
C  0.019  -5.279  -5.777
P  2.291  0.522  -3.424
H  0.513  2.932  -3.220
C  -1.145  -2.585  -1.534
H  -3.600  -0.450  2.215
C  -3.223  0.365  4.171